[1]
{
  "formula": "C8H18N2O",
  "method": "ωB97M-V/def2-TZVPD",
  "gap_ev": [7.71, 7.25],
  "spin_multiplicity": 3,
  "energy_ev": -13606.7520,
  "elements": ["C", "C", "C", "C", "C", "C", "C", "C", "N", "N", "O", "H", "H", "H", "H", "H", "H", "H", "H", "H", "H", "H", "H", "H", "H", "H", "H", "H", "H"],
  "positions_angstrom": [[-0.489, -0.908, -0.716], [0.474, 0.342, -0.972], [0.086, -0.291, 2.484], [0.092, 1.790, -0.453], [1.705, -0.020, -0.093], [-0.573, 0.623, 3.415], [0.100, -1.682, 2.996], [-0.363, 0.921, -3.243], [-1.243, -0.536, 0.448], [0.652, 0.401, -2.336], [-2.359, -0.077, 0.320], [-1.018, -1.066, -1.614], [0.265, -1.706, -0.578], [1.076, 2.330, -0.723], [0.070, 1.800, 0.655], [-0.857, 2.104, -0.762], [1.460, -0.173, 0.961], [2.445, 0.860, -0.156], [2.135, -0.835, -0.561], [-0.866, 0.201, 4.423], [-1.562, 1.022, 2.910], [0.111, 1.440, 3.555], [-0.643, -2.023, 3.636], [1.000, -1.782, 3.582], [0.225, -2.513, 2.283], [-1.330, 0.893, -2.730], [-0.316, 2.010, -3.484], [-0.437, 0.480, -4.318], [1.199, -0.228, -2.883]],
  "mulliken_charge": [-0.97, 0.99, 0.66, -1.42, -1.39, -1.25, -1.66, -0.89, 0.26, -0.34, -0.48, 0.66, 0.26, 0.39, 0.28, 0.45, 0.22, 0.37, 0.60, 0.41, 0.25, 0.27, 0.51, 0.41, 0.29, 0.29, 0.27, 0.26, 0.28]
}

***

[2]
{
  "formula": "CH2N2O3",
  "method": "ωB97M-V/def2-TZVPD",
  "smiles": "O=NC[N+](=O)[O-]",
  "gap_ev": 9.27,
  "spin_multiplicity": 1,
  "relative_energy_ev": 4.169,
  "energy_ev": -10185.9267,
  "elements": ["C", "N", "N", "O", "O", "O", "H", "H"],
  "positions_angstrom": [[0.623, 0.054, 0.121], [0.441, 1.555, -0.288], [-0.659, -0.769, 0.114], [-0.970, -1.286, -0.934], [-0.587, 1.966, -0.659], [-1.267, -0.795, 1.131], [1.378, -0.452, -0.604], [1.041, -0.272, 1.119]],
  "mulliken_charge": [-0.35, 0.17, 0.89, -0.52, -0.25, -0.52, 0.27, 0.31]
}

***

[3]
{
  "formula": "C22H16ClO4PPt",
  "method": "ωB97M-V/def2-TZVPD",
  "gap_ev": 8.19,
  "spin_multiplicity": 1,
  "relative_energy_ev": 0.000,
  "energy_ev": -56314.8272,
  "elements": ["Pt", "C", "C", "C", "C", "C", "C", "P", "C", "C", "C", "C", "C", "C", "C", "C", "C", "C", "C", "C", "C", "C", "C", "C", "H", "H", "H", "H", "H", "H", "H", "H", "H", "H", "H", "H", "H", "H", "H", "H", "O", "Cl", "O", "O", "O"],
  "positions_angstrom": [[-1.881, -0.977, -0.416], [4.162, -2.153, -2.002], [3.346, -2.912, -1.173], [2.151, -2.384, -0.716], [1.758, -1.097, -1.082], [2.577, -0.341, -1.910], [3.776, -0.871, -2.363], [0.252, -0.453, -0.310], [-0.028, 1.118, -1.199], [-0.201, 2.340, -0.560], [-0.570, 3.463, -1.286], [-0.763, 3.376, -2.656], [-0.582, 2.161, -3.304], [-0.215, 1.039, -2.583], [0.579, -0.091, 1.415], [1.753, 0.331, 1.983], [1.787, 0.591, 3.362], [0.681, 0.385, 4.142], [-0.529, -0.101, 3.596], [-1.666, -0.414, 4.373], [-2.774, -0.947, 3.775], [-2.827, -1.175, 2.389], [-1.761, -0.865, 1.578], [-0.585, -0.330, 2.198], [5.096, -2.559, -2.366], [3.638, -3.913, -0.887], [1.515, -2.975, -0.067], [2.294, 0.663, -2.199], [4.409, -0.274, -3.005], [-0.065, 2.412, 0.513], [-0.715, 4.405, -0.774], [-1.062, 4.250, -3.219], [-0.739, 2.083, -4.371], [-0.093, 0.094, -3.098], [2.641, 0.467, 1.377], [2.704, 0.949, 3.812], [0.733, 0.568, 5.209], [-1.642, -0.243, 5.442], [-3.639, -1.200, 4.375], [-3.738, -1.576, 1.960], [-3.991, -1.252, -0.725], [-3.988, -0.531, -2.027], [-5.086, -0.950, -2.791], [-2.735, -0.976, -2.613], [-3.980, 0.864, -1.798]],
  "mulliken_charge": [0.40, -0.41, -0.69, -0.41, 0.51, -0.16, -0.75, 0.89, 0.42, -0.45, -0.64, -0.52, -0.84, -0.37, 0.42, -0.27, -0.82, -0.77, 0.78, -0.92, -0.66, -0.35, -0.78, 0.60, 0.39, 0.39, 0.38, 0.36, 0.41, 0.38, 0.41, 0.39, 0.41, 0.47, 0.50, 0.41, 0.39, 0.39, 0.38, 0.50, -0.69, 1.75, -0.63, -0.70, -0.52]
}

***

[4]
{
  "formula": "C20H48BF10NO22PtS8",
  "method": "ωB97M-V/def2-TZVPD",
  "total_charge": -1,
  "gap_ev": [3.61, 8.35],
  "spin_multiplicity": 4,
  "energy_ev": -185827.4507,
  "elements": ["Pt", "B", "F", "F", "F", "F", "C", "F", "F", "F", "S", "O", "O", "N", "S", "O", "O", "C", "F", "F", "F", "O", "S", "O", "O", "C", "C", "C", "H", "H", "H", "H", "H", "H", "H", "H", "O", "S", "O", "O", "C", "C", "C", "H", "H", "H", "H", "H", "H", "H", "H", "O", "S", "O", "O", "C", "C", "C", "H", "H", "H", "H", "H", "H", "H", "H", "O", "S", "O", "O", "C", "C", "C", "H", "H", "H", "H", "H", "H", "H", "H", "O", "S", "O", "O", "C", "C", "C", "H", "H", "H", "H", "H", "H", "H", "H", "O", "S", "O", "O", "C", "C", "C", "H", "H", "H", "H", "H", "H", "H", "H"],
  "positions_angstrom": [[-0.522, -3.154, 0.969], [1.996, -3.502, 1.487], [1.424, -3.432, 0.308], [2.236, -2.222, 1.866], [0.945, -4.220, 2.146], [3.166, -4.183, 1.334], [-1.786, 1.010, 0.998], [-1.569, 2.057, 1.761], [-2.603, 0.175, 1.709], [-2.423, 1.419, -0.153], [-0.065, 0.150, 0.553], [0.535, 1.140, -0.340], [0.675, 0.031, 1.840], [-0.479, -1.411, -0.188], [-0.929, -1.162, -1.688], [-1.748, -2.255, -2.128], [-1.263, 0.152, -2.139], [0.705, -1.387, -2.629], [1.054, -2.619, -2.468], [0.404, -1.205, -3.941], [1.629, -0.553, -2.263], [2.526, 6.104, 2.406], [1.453, 5.283, 1.956], [0.231, 5.834, 1.349], [2.020, 4.208, 0.978], [2.406, 4.640, -0.319], [3.706, 3.807, -0.663], [0.976, 4.081, 3.319], [2.572, 5.717, -0.335], [1.612, 4.444, -1.040], [3.304, 2.865, -1.035], [4.389, 3.547, 0.146], [4.299, 4.340, -1.406], [0.597, 4.587, 4.207], [1.777, 3.366, 3.503], [0.149, 3.479, 2.943], [-4.344, -3.820, -4.088], [-4.302, -3.301, -5.452], [-3.423, -3.940, -6.500], [-5.782, -2.914, -6.091], [-6.870, -2.719, -5.188], [-8.210, -2.555, -5.930], [-3.765, -1.524, -5.229], [-6.731, -1.897, -4.486], [-6.958, -3.482, -4.415], [-8.320, -3.257, -6.756], [-8.284, -1.571, -6.392], [-9.082, -2.638, -5.280], [-3.043, -1.214, -5.985], [-3.334, -1.451, -4.231], [-4.650, -0.888, -5.202], [-5.056, -2.008, 0.471], [-4.061, -2.963, 0.932], [-2.657, -2.769, 0.749], [-4.298, -3.159, 2.570], [-5.748, -3.214, 2.926], [-5.906, -3.391, 4.412], [-4.404, -4.651, 0.290], [-6.312, -4.015, 2.449], [-6.365, -2.421, 2.502], [-5.415, -4.326, 4.681], [-6.947, -3.580, 4.675], [-5.459, -2.562, 4.961], [-5.473, -4.854, 0.357], [-3.857, -5.438, 0.809], [-4.140, -4.610, -0.767], [6.744, 3.508, 4.444], [6.868, 2.922, 3.121], [8.013, 2.020, 2.804], [5.416, 2.158, 2.742], [5.465, 1.153, 1.773], [3.978, 0.847, 1.535], [6.824, 4.325, 1.951], [6.007, 0.306, 2.193], [6.007, 1.546, 0.913], [3.533, 1.380, 0.695], [3.313, 0.927, 2.395], [3.949, -0.185, 1.186], [7.253, 4.217, 0.954], [7.316, 5.124, 2.505], [5.807, 4.691, 1.805], [6.312, -0.066, -5.306], [5.523, 1.172, -5.043], [6.101, 2.422, -5.464], [3.844, 1.064, -5.372], [3.202, 2.216, -5.868], [1.696, 1.873, -6.108], [5.430, 1.361, -3.250], [3.800, 2.559, -6.712], [3.226, 2.974, -5.085], [0.943, 2.657, -6.183], [1.356, 1.211, -5.311], [1.629, 1.520, -7.137], [4.752, 0.618, -2.829], [5.190, 2.403, -3.042], [6.407, 0.977, -2.956], [-0.512, -2.872, 5.381], [-0.510, -1.799, 4.333], [-0.646, -2.116, 2.937], [-1.740, -0.807, 4.776], [-1.797, -0.577, 6.189], [-2.906, 0.508, 6.189], [0.951, -0.736, 4.729], [-0.828, -0.311, 6.611], [-2.103, -1.459, 6.751], [-3.817, -0.011, 5.891], [-2.792, 1.320, 5.471], [-3.144, 0.848, 7.197], [1.212, -0.959, 5.763], [0.777, 0.297, 4.428], [1.748, -1.227, 4.170]],
  "mulliken_charge": [2.50, -0.32, -0.21, -0.11, -0.36, -0.35, 0.37, -0.20, -0.08, -0.15, -0.21, -0.19, 0.12, -0.49, 0.52, -0.59, -0.55, 0.61, -0.21, -0.24, -0.13, -0.61, 1.12, -0.63, 0.04, -0.75, -0.71, -0.60, 0.55, 0.24, 0.09, 0.06, 0.53, 0.51, 0.20, 0.04, -0.49, 1.06, -0.60, -0.29, -0.11, -1.26, -0.67, 0.32, 0.31, 0.32, 0.30, 0.37, 0.33, 0.12, 0.32, -0.70, 0.96, -0.28, -0.13, -0.31, -1.14, -1.02, 0.32, 0.42, 0.31, 0.41, 0.16, 0.39, 0.28, 0.37, -0.60, 1.14, -0.62, -0.26, -0.53, -0.24, -0.81, 0.43, 0.40, -0.13, 0.00, 0.30, 0.33, 0.41, 0.13, -0.61, 1.09, -0.60, -0.25, -0.20, -1.02, -0.80, 0.41, 0.24, 0.39, 0.16, 0.31, 0.25, 0.22, 0.42, -0.70, 0.66, -0.81, -0.08, -0.32, -1.04, -1.05, 0.40, 0.28, 0.17, 0.26, 0.40, 0.59, 0.18, 0.27]
}